A structure of composition C42H55Cl3N8O8ReSe in a non-equilibrium geometry, computed with ωB97M-V/def2-TZVPD.

## Properties
HOMO (spin up / spin down) (eV): -6.753 / -7.371
Charge: 0
Energy (Eh): -6533.46690
Frontier orbital gap (spin up / spin down) (eV): 5.071 / 5.687
2S+1: 4

CARTESIAN COORDINATES (ANGSTROEM)
H1 -0.740 2.070 3.823
Cl1 0.083 -4.243 1.732
H2 -3.308 -0.421 -0.892
H3 5.087 2.940 0.929
H4 -2.104 -3.005 -0.824
H5 -1.898 0.842 2.730
H6 2.385 0.746 -0.102
C1 -4.035 -3.069 -1.767
H7 4.865 0.272 0.662
H8 3.899 3.110 -1.286
H9 2.179 3.206 -0.916
H10 4.313 -0.160 -0.946
H11 -0.351 3.633 3.106
C2 -2.693 -1.336 1.315
H12 4.026 -0.390 -2.645
C3 0.754 -5.173 0.382
C4 2.075 1.998 2.222
H13 -1.769 1.047 0.577
H14 -2.141 0.925 5.196
H15 -4.213 -4.990 0.055
O1 5.053 -1.445 -8.425
C5 2.671 -1.256 1.977
C6 4.004 -1.218 -6.390
H16 5.269 1.304 -0.725
C7 -3.388 -0.627 2.356
C8 -2.580 0.105 4.626
H17 -3.518 -0.183 5.105
H18 1.349 3.886 4.963
H19 -3.863 3.695 -0.744
C9 4.400 3.487 2.875
H20 1.885 -1.458 -6.203
H21 0.545 2.142 6.484
C10 3.337 3.403 3.746
H22 -1.812 2.463 -3.024
C11 2.993 2.515 -1.156
H23 6.122 -0.858 -6.347
H24 -1.991 -1.653 -2.522
Se1 2.219 -1.838 0.302
O2 0.506 -0.515 -4.245
C12 -3.177 -4.676 -0.095
H25 -5.401 -3.231 0.399
N1 3.065 -0.943 3.018
Cl2 2.477 -5.480 0.685
C13 0.613 -4.507 -1.070
H26 -0.471 1.380 -3.182
C14 2.817 -0.930 -4.340
C15 2.809 -1.229 -5.694
C16 3.188 1.469 -0.049
C17 -5.448 -1.859 2.013
C18 4.492 0.683 -0.276
H27 5.294 4.037 3.141
C19 -3.117 -3.213 -0.534
C20 -0.551 -0.715 2.160
C21 -1.335 1.596 -2.549
C22 -3.757 1.757 3.173
H28 -0.402 2.925 -1.152
C23 0.488 0.207 2.460
H29 1.011 1.115 -1.343
H30 -6.468 -2.084 2.296
N2 6.426 -0.157 -3.787
H31 -3.528 -3.454 -2.658
H32 -0.928 3.539 4.779
H33 0.912 0.020 3.444
O3 2.945 -1.867 -8.326
H34 -4.940 -3.667 -1.647
C24 -2.256 0.376 -2.590
H35 3.393 3.928 4.694
C25 -3.507 -2.290 0.602
H36 -3.224 3.079 -2.146
C26 1.107 2.914 4.530
O4 0.181 -3.308 -1.220
C27 -3.361 1.643 -0.631
C28 1.512 -0.847 -3.592
C29 5.200 -0.884 -5.786
C30 3.154 2.130 1.316
H37 -1.904 -0.748 4.686
N3 0.975 1.206 1.764
H38 -2.644 -4.834 0.836
H39 -3.229 2.609 3.603
H40 2.247 1.891 6.063
H41 -4.075 2.024 2.165
O5 6.352 0.232 -2.640
C31 -4.837 -2.498 0.963
Cl3 -0.056 -6.756 0.341
C32 4.006 -0.615 -3.703
H42 -2.735 -5.315 -0.861
C33 2.163 2.706 3.450
N4 0.202 0.974 -0.739
C34 -0.317 3.040 4.024
C35 -3.399 0.441 -1.551
N5 -1.310 -0.957 1.032
H43 -0.802 -1.339 3.017
N6 -3.858 2.891 -1.370
H44 1.007 0.882 5.329
H45 -4.656 1.591 3.767
H46 2.780 2.032 -2.116
C36 -2.834 0.527 3.173
O6 7.449 -0.218 -4.436
C37 -0.846 1.926 -1.137
C38 -4.705 -0.926 2.690
H47 -2.700 0.334 -3.589
C39 -1.976 1.897 -0.076
N7 4.001 -1.537 -7.827
C40 4.281 2.868 1.649
H48 0.528 1.191 0.247
H49 -5.162 -0.393 3.515
H50 -4.065 1.494 0.183
Re1 0.057 -1.207 -0.704
H51 -1.962 2.795 0.549
N8 -1.432 -0.825 -2.382
C41 5.175 -0.576 -4.442
C42 1.230 1.893 5.669
H52 -4.796 2.748 -1.742
H53 -4.356 -2.041 -1.950
H54 -0.730 -0.832 -3.149
H55 -4.377 0.368 -2.038
O7 1.586 -1.080 -2.348
O8 0.894 -5.270 -1.963



A structure of composition C42H55MoN5, computed with ωB97M-V/def2-TZVPD.

## Properties
HOMO (spin up / spin down) (eV): -13.495 / -13.761
Charge: +2
Energy (Eh): -1974.95554
Frontier orbital gap (spin up / spin down) (eV): 6.707 / 7.316
2S+1: 3

CARTESIAN COORDINATES (ANGSTROEM)
C1 -2.948 2.435 -1.578
H1 4.102 0.595 0.652
C2 0.012 -4.374 1.685
C3 1.338 -3.615 -2.418
C4 2.269 -1.459 -3.267
H2 -0.003 -3.179 4.854
H3 -0.626 -5.183 3.567
H4 0.350 -0.655 4.758
C5 -2.074 1.365 3.435
C6 -3.655 0.760 -3.352
C7 1.160 3.784 -1.078
H5 3.147 -2.256 2.208
H6 0.257 0.542 -3.085
C8 6.833 -0.713 3.192
H7 0.454 -4.178 -2.101
C9 2.647 -0.666 1.097
H8 -2.661 2.188 -0.559
H9 0.781 -3.300 -0.003
C10 -2.947 -2.246 0.684
N1 1.356 -0.967 1.040
H10 -2.597 1.273 4.375
C11 -1.640 2.088 -3.720
H11 4.831 -0.963 3.923
H12 -5.053 -2.633 -0.876
C12 4.558 2.769 0.306
H13 -0.220 -5.270 1.121
N2 -1.120 2.176 1.637
H14 5.203 2.086 -0.265
H15 0.672 4.667 -1.477
H16 -1.593 -0.719 2.816
H17 0.961 -3.111 -5.055
C13 -0.018 -1.480 -2.250
C14 -3.363 -1.343 -0.513
H18 -2.548 3.427 -1.812
H19 -0.686 2.770 0.947
C15 -0.206 -4.327 3.054
H20 2.741 -1.219 -2.308
H21 -4.035 2.527 -1.593
H22 2.010 -3.491 -1.563
H23 -0.639 -3.059 -4.294
C16 -0.332 -0.114 -2.470
H24 0.093 -1.571 -4.929
C17 1.104 -0.883 4.005
H25 -5.076 -0.568 0.524
H26 -3.688 -2.179 1.482
C18 -1.559 0.346 2.643
H27 7.738 -0.965 -0.064
H28 3.050 4.757 -0.753
H29 1.863 -4.232 -3.151
H30 -2.247 2.904 -4.119
C19 5.738 -1.232 0.648
C20 0.988 -2.274 -3.057
H31 1.272 0.011 3.411
H32 -1.983 -1.969 1.122
C21 0.552 -3.270 1.049
H33 4.658 2.515 1.368
C22 1.055 1.420 -0.488
H34 5.912 -2.164 -1.275
H35 -4.657 -1.616 -2.263
C23 -2.452 1.384 -2.615
H36 2.028 -1.107 4.545
H37 8.700 -0.493 2.154
C24 0.142 -3.192 3.778
H38 -4.380 0.325 -2.669
C25 0.474 2.588 -0.992
H39 -1.209 -2.975 -1.137
C26 -1.761 2.525 2.754
N3 -0.974 0.841 1.542
C27 -1.075 -1.954 -1.459
C28 -4.180 -0.172 0.041
C29 -1.666 0.197 -2.027
C30 5.480 -0.960 3.054
C31 0.303 -2.516 -4.416
C32 5.197 -1.547 -0.728
C33 0.860 -2.112 1.767
N4 3.525 -1.466 1.711
H40 -1.944 3.564 2.992
H41 -1.429 1.406 -4.550
C34 4.942 -1.215 1.796
H42 -2.864 -3.299 0.399
H43 5.036 -0.640 -1.321
H44 -3.329 -0.016 -4.052
C35 2.383 1.514 -0.055
N5 3.113 0.445 0.527
H45 7.255 -0.527 4.174
H46 -3.618 0.390 0.792
H47 4.253 -2.092 -0.680
C36 3.116 2.709 -0.156
H48 2.076 -0.522 -3.800
C37 -4.228 -2.200 -1.448
C38 2.490 3.831 -0.674
Mo1 -0.185 -0.291 -0.158
H49 -0.696 2.517 -3.386
C39 7.641 -0.697 2.061
H50 2.984 -2.032 -3.862
C40 -2.098 -0.931 -1.273
H51 -0.556 2.565 -1.316
C41 7.095 -0.953 0.812
H52 -3.655 -3.022 -1.886
C42 0.685 -2.068 3.165
H53 -4.162 1.540 -3.925
H54 -4.508 0.520 -0.731
H55 4.962 3.771 0.172



A structure of composition C42H58BiBrN9O4PSSeTe in a non-equilibrium geometry, computed with ωB97M-V/def2-TZVPD.

## Properties
Relative energy (zero: lowest compared OMol25 entry of this formula, charge and spin) (kcal per mole): 32.7
HOMO (eV): -7.403
Charge: 0
Energy (Eh): -8626.47910
Frontier orbital gap (eV): 7.289

CARTESIAN COORDINATES (ANGSTROEM)
C1 1.249 4.203 -2.537
H1 2.599 -2.517 0.212
H2 -2.451 -2.365 2.024
H3 0.512 2.696 3.490
C2 -1.515 -2.191 1.486
H4 -1.936 -3.334 -0.321
C3 -1.657 2.799 3.636
C4 -0.557 -1.634 -3.946
C5 -3.517 -1.255 -1.477
H5 -4.959 -1.782 -2.973
H6 4.209 2.279 4.113
H7 1.045 -1.704 -0.898
C6 2.491 -1.510 -2.160
H8 4.263 3.985 2.764
C7 2.778 4.710 -0.200
H9 -1.600 6.454 -6.569
N1 3.277 -2.579 -1.748
N2 3.971 1.446 3.602
H10 3.704 -3.605 4.601
H11 -5.500 -3.556 -1.534
N3 3.282 0.139 1.944
O1 1.814 3.146 -1.791
C8 3.540 1.378 2.307
C9 2.596 0.199 -4.011
H12 3.708 -3.839 -0.163
H13 -5.713 -3.064 1.039
H14 0.882 -3.922 2.208
H15 2.673 0.450 0.460
H16 -1.437 0.996 4.790
H17 -3.059 1.682 4.833
C10 -3.493 -0.621 -0.081
O2 -0.959 2.838 -0.778
H18 -2.408 3.248 2.984
H19 -0.981 -5.486 0.828
H20 2.020 4.877 -2.926
H21 0.494 -3.565 3.889
O3 -2.094 1.979 -1.005
C11 -2.647 0.563 3.037
C12 4.198 -1.724 5.485
H22 0.344 1.125 1.395
H23 -2.619 -0.472 3.383
C13 3.975 0.168 4.100
H24 -5.459 -0.602 0.790
H25 3.974 -1.137 -3.477
C14 -2.039 5.590 -6.096
C15 3.540 -0.650 3.032
C16 -1.077 -4.543 2.780
H26 0.524 4.764 -1.942
C17 3.900 -3.464 -2.716
C18 3.443 4.870 1.010
C19 3.770 -2.540 4.435
H27 -5.496 -0.556 -1.839
H28 0.494 -1.615 2.052
H29 2.567 5.577 -0.803
C20 -2.063 3.619 -4.842
Bi1 -0.324 1.029 -1.529
Se1 0.365 -3.028 -4.337
H30 4.569 -2.937 -3.394
H31 -2.583 -4.923 1.287
N4 -4.448 1.007 -3.768
H32 3.113 1.007 -5.812
C21 4.307 -0.356 5.338
C22 -1.749 0.766 1.812
C23 -1.305 4.638 -5.354
C24 -1.282 -3.372 0.548
Br1 3.968 6.619 1.530
H33 -2.137 1.613 1.237
C25 -0.362 2.562 2.845
C26 -2.205 1.484 4.184
N5 3.473 0.459 -5.047
H34 4.105 -0.271 -5.334
H35 -0.791 -5.519 3.176
H36 -0.239 4.719 -5.208
H37 -4.150 5.810 -6.649
H38 4.624 0.284 6.149
C27 2.717 2.333 0.208
H39 -0.259 -3.325 0.170
C28 -5.613 -2.578 -1.062
Te1 -1.331 1.668 -4.105
C29 -0.336 1.152 2.252
H40 -3.019 -0.585 -2.175
H41 -4.119 -3.287 0.325
C30 -4.951 -1.495 -1.922
P1 -1.706 -0.578 0.511
N6 3.057 -0.814 -3.211
N7 1.540 0.885 -3.810
N8 1.423 -1.098 -1.614
C31 -4.577 -1.245 0.818
C32 0.092 -3.571 2.875
H42 3.112 -2.661 2.393
H43 0.036 0.449 2.996
H44 1.467 1.621 -4.512
S1 -3.725 3.836 -5.297
H45 -3.718 0.445 -0.206
C33 -3.326 1.226 -3.854
C34 3.437 -2.026 3.201
H46 -1.899 -4.170 3.395
H47 -6.683 -2.375 -0.995
H48 -0.297 3.288 2.034
H49 0.731 3.722 -3.367
C35 2.416 3.441 -0.617
C36 -0.354 -2.151 2.487
C37 -4.993 -2.635 0.338
C38 2.864 -3.260 -0.539
H50 2.018 -3.940 -0.700
C39 -3.359 5.282 -6.155
H51 -0.664 -1.619 3.388
C40 -1.521 -4.676 1.318
H52 -1.465 3.500 4.450
H53 4.502 -4.193 -2.178
O4 2.384 1.115 -0.234
C41 3.344 2.528 1.448
H54 -4.259 -1.299 1.860
H55 4.456 -2.174 6.433
H56 3.154 -4.000 -3.314
H57 -2.979 -2.204 -1.505
N9 -1.201 -0.693 -3.675
H58 -3.677 0.800 2.763
C42 3.734 3.814 1.838



> charge of number 2 (C42H55MoN5)?

+2